(1)
Computed, not measured: 4 unconnected molecules or ions with the total composition C2H12NO3 in a non-equilibrium geometry, with wB97M-V/def2-TZVPD.

```
18
Properties=species:S:1:pos:R:3:forces:R:3:mulliken_charge:R:1
C 1.7763 0.4596 -0.7544 0.3 -0.8 -0.4 0.104
C 2.1567 1.6789 -1.0243 -0.2 1.1 -0.4 -0.776
N 0.5373 0.2040 -0.0343 -0.4 0.6 0.4 -0.226
H 2.3178 -0.4146 -1.0735 0.1 -0.2 0.2 0.367
H 3.0695 1.9655 -1.5259 0.1 -0.5 -0.1 0.274
H 1.5064 2.5232 -0.8416 -0.1 0.1 0.4 0.224
H 0.3418 1.0490 0.5257 -0.4 -0.2 0.2 0.274
H -0.3118 -0.0701 -0.6250 0.7 -0.2 0.0 0.429
H 0.6337 -0.5284 0.6713 0.1 -0.1 -0.2 0.368
H -1.9314 -1.5331 -1.0634 0.3 0.2 0.1 0.362
H -0.8166 -1.6954 -2.0500 0.1 0.2 -0.2 0.346
O -1.2689 -1.0055 -1.5451 -0.4 -0.5 -0.1 -0.699
H -2.2239 -3.5335 1.1010 0.4 -0.1 -0.2 0.318
H -3.1156 -2.4752 0.5561 0.1 0.0 -0.1 0.331
O -2.2189 -2.8246 0.4434 -0.6 0.1 0.4 -0.668
H 0.3431 1.7861 2.9761 -0.3 0.1 -0.3 0.334
H -0.5743 2.6532 2.0796 0.0 0.0 0.2 0.331
O -0.2212 1.7609 2.1844 0.3 0.1 0.1 -0.693
```
Positions in Å, forces in eV/Å.

Results
Net charge = +1
LUMO level = -2.9 eV
HOMO energy = -14.677 eV

(2)
Computed, not measured: 4 unconnected molecules or ions with the total composition C15H30Cl7N2O2 in a non-equilibrium geometry, with wB97M-V/def2-TZVPD.

```
56
Properties=species:S:1:pos:R:3:forces:R:3:mulliken_charge:R:1
N 2.8352 -1.3253 -0.9446 -0.2 -0.6 0.3 -0.562
C 1.5285 -1.8375 -0.4431 -0.3 0.9 -0.4 -0.959
C 0.7704 -0.7045 0.3757 1.0 -0.8 -1.1 0.168
C 0.5804 0.5137 -0.5933 -0.9 -0.7 0.0 -0.917
C -0.7256 1.3411 -0.3551 1.1 0.6 0.1 -1.056
N -1.9346 0.5332 -0.1655 0.5 0.2 -0.3 0.365
C -2.3028 -0.2328 -1.3578 -1.1 -1.0 -0.2 -0.642
C -3.2277 -1.4459 -0.9373 0.8 0.5 0.3 -1.031
C -2.3952 -2.5418 -0.1750 -1.1 0.1 -0.9 -0.060
Cl -2.5398 -2.3590 1.6421 0.3 -0.2 -0.8 -0.243
C -3.0261 1.3868 0.3113 -1.0 1.1 0.2 -0.777
C -3.4290 2.5311 -0.6922 -1.7 1.0 -1.9 0.571
O -2.9421 3.6756 -0.6030 1.1 -0.1 1.1 -0.734
O -4.3080 2.3001 -1.6016 0.7 -1.3 1.1 -0.765
H 3.2377 -0.7280 -0.2243 0.0 0.0 -0.3 0.094
H 2.6868 -0.7636 -1.7801 0.1 0.0 0.4 0.315
H 0.9299 -2.0476 -1.3657 0.3 -0.1 0.8 0.528
H 1.6733 -2.7706 0.1517 -0.2 0.9 -0.9 0.264
H 1.4871 -0.4160 1.1838 -0.9 -0.2 -0.2 0.520
H -0.1792 -1.1314 0.7553 0.5 0.7 0.1 -0.042
H 1.4830 1.1584 -0.5472 -0.7 -0.2 -0.1 0.283
H 0.5219 0.1115 -1.6379 0.2 0.3 0.7 0.396
H -0.5654 1.9687 0.5570 -0.4 -0.5 -0.6 0.392
H -0.8056 2.0703 -1.2082 -0.1 -0.5 0.6 0.332
H -1.4295 -0.7076 -1.8676 -0.3 0.5 0.6 0.338
H -2.8345 0.3649 -2.1407 0.3 -0.1 0.6 0.388
H -3.7152 -1.8418 -1.8572 0.5 -0.1 0.6 0.423
H -4.0416 -1.1334 -0.2505 0.5 0.0 -0.6 0.354
H -1.3285 -2.5192 -0.4807 -0.7 -0.1 0.5 -0.067
H -2.8532 -3.5239 -0.4179 0.6 0.5 0.4 0.375
H -2.7509 1.8948 1.2683 0.2 -0.5 -0.7 0.396
H -3.9669 0.8319 0.5302 0.8 0.0 -0.3 0.321
Cl 4.9713 1.0649 0.8021 0.0 0.1 0.0 -0.209
C 5.7917 -0.4784 1.1578 0.0 0.0 0.0 -0.445
C 7.2472 -0.2822 1.5086 -0.1 -0.1 0.2 -0.396
Cl 8.2125 0.2579 0.1098 0.0 0.0 0.0 -0.205
H 5.6715 -1.1318 0.2953 0.0 0.1 0.0 0.420
H 5.2682 -0.9275 1.9994 0.0 0.1 0.0 0.213
H 7.6755 -1.2276 1.8415 -0.1 0.0 -0.1 0.281
H 7.3713 0.4498 2.3052 0.0 0.0 -0.1 0.344
Cl 2.2089 -2.8176 2.3832 0.2 -0.1 0.7 -0.093
C 3.0255 -4.3556 2.7468 -0.1 -0.1 0.1 -0.515
C 4.4800 -4.1588 3.0993 0.0 -0.1 0.2 -0.459
Cl 5.4407 -3.6230 1.6965 0.0 -0.2 0.0 -0.175
H 2.9075 -5.0125 1.8857 0.1 0.1 0.0 0.304
H 2.4991 -4.8027 3.5905 0.1 0.0 0.0 0.330
H 4.9106 -5.1017 3.4366 0.0 0.0 -0.1 0.370
H 4.6035 -3.4236 3.8932 -0.1 0.0 -0.1 0.289
Cl -8.0786 5.3572 -2.9539 -0.1 0.1 -0.1 -0.236
C -6.2914 5.4340 -2.9682 0.3 0.0 0.0 -0.393
C -5.6914 5.1795 -1.6091 0.1 -0.2 -0.2 -0.231
Cl -6.0413 6.5083 -0.4606 -0.1 0.1 0.0 -0.247
H -6.0011 6.4089 -3.3581 -0.1 0.0 0.1 0.320
H -5.9484 4.6702 -3.6651 0.0 -0.1 0.2 0.312
H -4.6067 5.1073 -1.6892 0.0 -0.2 0.1 0.190
H -6.0590 4.2528 -1.1758 0.1 0.0 0.0 0.260
```
Positions in Å, forces in eV/Å.

Results
Net charge = -1
LUMO level = 1.8 eV
HOMO energy = -4.421 eV

(3)
Computed, not measured: a molecular structure, C21H43N2OP3RhS in a non-equilibrium geometry, with wB97M-V/def2-TZVPD.

```
72
Properties=species:S:1:pos:R:3:forces:R:3:mulliken_charge:R:1
Rh -0.0578 0.2878 -0.2608 -0.2 -0.3 0.2 -0.616
P 1.5978 0.9504 1.2768 1.8 0.4 1.0 1.396
P -0.7205 2.3400 -0.7747 -0.9 1.8 -0.1 1.607
P 1.8856 -0.1835 -1.7783 0.8 -0.8 -0.8 1.351
H -0.6575 -3.7721 1.2049 0.0 -0.4 0.3 0.100
C 0.1878 -4.3765 1.5490 0.9 0.8 0.6 -0.375
C 1.1390 -3.8233 2.3346 0.1 -1.2 -0.8 -0.190
H 1.0382 -2.8248 2.7647 0.1 -0.1 -0.3 -0.033
C 1.1469 1.2617 3.0018 -0.3 0.1 0.8 -1.245
C 2.5439 2.5034 0.9640 0.0 -0.1 -0.1 -1.478
C 2.9265 -0.2872 1.5691 -0.1 -0.1 0.0 -1.071
C -2.4884 2.2599 -1.2137 -0.6 0.4 -0.6 -1.637
C -0.6442 3.6126 0.5561 -0.1 0.2 -0.2 -1.573
C 0.1266 3.1309 -2.1702 -0.1 0.1 -0.1 -1.306
C 2.4751 -1.8856 -1.3837 0.1 0.1 -0.2 -1.126
C 3.3911 0.8385 -1.8897 0.1 0.1 0.1 -1.497
C 1.3560 -0.2561 -3.5523 -0.3 -0.1 0.2 -1.225
H 0.2508 -5.4113 1.1998 0.1 0.5 0.0 0.286
H 2.0982 -4.3689 2.5358 -1.2 0.5 0.1 0.274
H 0.7240 0.3585 3.4651 0.1 0.2 -0.1 0.291
H 0.4316 2.0907 3.1189 0.2 -0.3 -0.1 0.285
H 2.0625 1.5311 3.5655 -0.4 -0.1 -0.3 0.569
H 1.9794 3.3716 1.3257 0.2 -0.3 -0.1 0.411
H 2.7975 2.6545 -0.0899 -0.1 0.0 0.3 0.231
H 3.4798 2.4394 1.5434 -0.3 0.1 -0.2 0.463
H 2.5035 -1.2960 1.6555 0.1 0.2 -0.1 0.111
H 3.4130 -0.0334 2.5210 0.0 -0.1 -0.3 0.563
H 3.6851 -0.2805 0.7809 -0.2 0.0 0.2 0.333
H -2.5583 2.1486 -2.3182 0.0 -0.1 0.7 0.470
H -2.9847 3.2279 -0.9757 0.2 -0.7 -0.1 0.533
H -3.0273 1.4154 -0.7284 0.4 0.6 -0.3 0.450
H 0.2234 4.2502 0.3603 -0.2 0.0 0.2 0.407
H -0.5702 3.2071 1.5751 0.1 0.1 -0.4 0.354
H -1.5400 4.2468 0.5055 0.2 -0.1 -0.1 0.472
H -0.5497 3.7725 -2.7268 -0.2 0.1 0.0 0.497
H 0.5344 2.4080 -2.8569 0.0 -0.3 -0.2 0.232
H 0.9405 3.7496 -1.8243 0.3 0.2 0.3 0.453
H 2.5191 -2.4534 -2.3282 0.1 0.2 0.4 0.435
H 1.7756 -2.3837 -0.7042 0.2 0.1 -0.1 0.170
H 3.4769 -1.8509 -0.9329 -0.3 0.0 -0.2 0.469
H 3.9544 0.5033 -2.7702 0.0 0.0 0.2 0.547
H 4.0239 0.7364 -1.0014 -0.1 0.1 -0.3 0.374
H 3.1341 1.8924 -2.0322 0.1 -0.1 -0.1 0.361
H 2.2049 -0.0126 -4.2068 -0.3 -0.1 0.2 0.558
H 0.5398 0.4599 -3.7173 0.2 -0.3 -0.2 0.225
H 0.9960 -1.2741 -3.7818 0.1 0.5 0.1 0.401
C -1.2882 -1.8452 -2.3881 1.2 -0.1 0.3 0.149
C -2.3011 -0.9947 -2.9240 -0.3 0.2 -0.8 -0.300
C -2.8126 -1.2737 -4.1899 -0.5 1.5 1.5 -0.547
C -2.4316 -2.4254 -4.8683 0.1 -0.8 -1.0 -0.428
C -1.6006 -3.3900 -4.2767 0.5 0.2 1.8 -0.464
C -1.0962 -3.1484 -2.9976 -0.1 0.1 -0.9 -0.482
O -0.4021 -1.4544 -1.5147 -2.0 -1.2 -1.0 -0.084
H -1.0311 0.9654 0.8330 0.7 -0.2 -0.4 0.147
H -2.5789 -0.1111 -2.3443 0.1 -0.3 -0.4 0.229
H -3.5411 -0.5671 -4.6308 0.5 -0.6 0.2 0.435
H -2.8035 -2.6071 -5.8807 0.1 0.1 0.4 0.446
H -1.3548 -4.3169 -4.7724 -0.1 0.0 -0.1 0.480
H -0.4624 -3.8393 -2.4505 0.0 0.0 -0.3 0.434
C -1.7057 -1.7467 4.2129 0.3 -0.5 0.3 -0.595
N -2.0536 -0.3602 3.9167 -0.2 0.7 -0.7 0.210
C -2.5025 0.5825 4.8178 0.0 0.5 -0.4 -0.143
C -2.7143 1.7578 4.1309 0.5 -1.4 -0.4 -0.508
N -2.3912 1.4810 2.8059 -0.1 -0.4 0.7 0.139
C -2.0114 0.1819 2.6758 -0.6 0.8 1.5 -0.078
S -1.6974 -0.6779 1.2594 0.1 -1.0 -0.4 -0.270
H -2.3443 -2.4272 3.6453 0.0 0.1 0.2 0.336
H -0.6527 -1.9654 3.9531 -0.5 0.3 0.2 0.197
H -1.8559 -1.8929 5.2873 0.1 -0.1 -0.3 0.308
H -2.6400 0.3344 5.8615 0.0 0.1 -0.1 0.480
H -3.0536 2.7221 4.4414 -0.1 0.2 0.2 0.500
H -2.4380 2.1430 2.0422 -0.2 -0.1 0.2 0.105
```
Positions in Å, forces in eV/Å.

Results
Multiplicity = 5
Net charge = +3
LUMO level (alpha / beta) = -8.5 / -12.1 eV
HOMO energy (alpha / beta) = -15.657 / -17.012 eV

(4)
Computed, not measured: a molecular structure, C20H24NO2Sb2Sn, with wB97M-V/def2-TZVPD.

```
50
Properties=species:S:1:pos:R:3:forces:R:3:mulliken_charge:R:1
Sn 1.1970 0.3988 1.2663 0.2 -0.2 -0.3 0.621
C -1.4671 -1.8660 1.7470 -0.1 0.0 -0.1 -1.445
Sb -0.6887 -1.6112 -0.2383 -0.5 0.0 0.3 0.683
C -0.8901 -3.6597 -0.8067 0.3 0.1 0.0 -1.226
C -2.4317 -0.8444 -1.3194 0.2 -0.1 0.0 -1.769
C -3.5200 -0.2376 -0.4886 0.0 0.0 0.0 0.926
C -4.3454 -1.0920 0.2527 0.1 0.0 0.0 -0.416
C -5.3777 -0.6157 1.0347 0.0 0.0 0.0 -0.729
C -5.6184 0.7533 1.0784 0.0 0.0 0.0 -0.769
C -4.8340 1.6036 0.3248 0.0 0.0 0.0 -0.303
C -3.7821 1.1386 -0.4726 0.0 0.0 -0.1 0.793
C -3.0340 2.1377 -1.3043 0.0 0.2 0.2 -1.893
Sb -1.7978 3.5598 -0.1816 0.1 -0.2 0.1 0.841
C 0.0259 2.5278 -0.7770 -0.1 -0.1 0.1 -0.918
C -1.8339 2.4868 1.6940 0.0 0.1 -0.2 -0.971
H -2.4569 -2.3172 1.7192 0.1 0.0 0.0 0.399
H -1.5467 -0.9113 2.2679 0.0 0.0 0.0 0.396
H -0.7897 -2.5195 2.2991 0.0 0.0 0.0 0.484
H -1.9302 -3.9288 -0.6332 0.0 0.0 0.0 0.415
H -0.2341 -4.2732 -0.1935 0.0 0.0 0.0 0.380
H -0.6355 -3.7953 -1.8549 0.0 0.0 0.0 0.362
H -2.7912 -1.7236 -1.8555 0.0 0.0 0.0 0.630
H -2.0393 -0.1503 -2.0569 0.0 -0.1 0.0 0.353
H -4.1782 -2.1622 0.1816 0.0 0.0 0.0 0.548
H -5.9954 -1.3008 1.6006 0.0 0.0 0.0 0.427
H -6.4269 1.1500 1.6781 0.0 0.0 0.0 0.408
H -5.0436 2.6690 0.3312 0.0 0.0 0.0 0.437
H -3.7377 2.7514 -1.8664 0.0 0.0 0.0 0.517
H -2.3534 1.6820 -2.0192 -0.1 0.1 -0.1 0.478
H 0.3446 2.7900 -1.7852 0.0 0.0 0.0 0.400
H -0.2165 1.4544 -0.7627 0.1 0.0 0.0 -0.181
H 0.8301 2.7790 -0.0808 0.1 0.1 0.0 0.483
H -2.6204 2.8525 2.3507 0.0 0.0 0.0 0.371
H -0.8741 2.6398 2.1871 0.0 0.0 0.1 0.356
H -2.0091 1.4298 1.4931 0.0 -0.1 0.1 0.036
O 3.2701 1.6904 1.0721 -0.1 0.0 -0.1 -0.727
C 3.7452 0.6911 0.5089 0.2 0.1 0.0 0.759
N 2.9181 -0.3579 0.2572 -0.3 0.0 0.2 -0.075
C 3.6331 -1.4161 -0.3487 0.0 0.0 -0.1 0.045
O 3.1599 -2.4679 -0.6728 0.0 0.0 0.0 -0.572
C 5.0438 -0.9182 -0.4800 0.0 0.1 0.1 0.244
C 6.1632 -1.5301 -0.9956 0.0 -0.1 0.0 -0.407
C 7.3516 -0.8005 -0.9872 0.0 0.0 0.0 -0.453
C 7.4084 0.4910 -0.4728 0.0 0.0 0.0 -0.491
C 6.2761 1.1025 0.0595 0.0 0.0 0.0 -0.495
C 5.1053 0.3744 0.0420 0.0 -0.1 0.0 0.240
H 6.1204 -2.5380 -1.3864 0.0 0.0 0.0 0.492
H 8.2518 -1.2463 -1.3888 0.0 0.0 0.0 0.408
H 8.3473 1.0277 -0.4890 0.0 0.0 0.0 0.411
H 6.3077 2.1020 0.4718 0.0 0.0 0.0 0.495
```
Positions in Å, forces in eV/Å.

Results
Net charge = +1
LUMO level = -4.4 eV
HOMO energy = -10.934 eV

> Look up the net charge of the third one.

+3

> Which of these has the highest net charge?

C21H43N2OP3RhS

> Look up the net charge of the fourth one.

+1

> Number 2 is which compound?

C15H30Cl7N2O2